Entry i
17
Properties=species:S:1:pos:R:3 method="wB97M-V/def2-TZVPD" total_charge=+1 homo_ev=-11.950
S 1.570 -1.684 -1.173
N -0.727 -0.425 -0.378
N 0.685 1.418 1.108
C -1.306 0.607 0.358
C 0.755 -0.591 -0.145
C -0.655 1.582 1.077
C 1.359 0.112 0.989
C -1.409 -1.045 -1.573
H -0.669 -0.993 -2.393
H 1.268 2.249 1.237
H -2.319 -0.508 -1.636
H -2.391 0.604 0.391
H 2.794 -1.569 -0.639
H -1.188 2.499 1.207
H 1.498 -0.506 1.931
H -1.733 -1.962 -1.205
H 2.469 0.211 0.844



Entry ii
17
Properties=species:S:1:pos:R:3 method="wB97M-V/def2-TZVPD" total_charge=+1 homo_ev=-12.522
S -1.279 -2.012 1.092
N 1.993 -0.212 -0.691
N -0.772 0.339 0.145
C 1.719 -0.586 0.665
C 0.020 1.172 -0.700
C -0.335 -0.713 0.759
C 1.251 0.799 -1.178
C -2.258 0.569 0.159
H -0.230 -2.820 1.307
H 1.608 0.250 1.294
H 1.603 1.298 -2.080
H 2.169 -1.579 0.981
H 2.670 -0.653 -1.192
H -2.373 1.439 -0.579
H -0.462 2.102 -0.954
H -2.553 0.864 1.134
H -2.772 -0.258 -0.163



Ranked by calculated energy, most stable first: entry i, entry ii.



Entry i
18
Properties=species:S:1:pos:R:3 method="wB97M-V/def2-TZVPD" total_charge=0 homo_ev=-9.026
O 1.153 -0.840 1.547
O -0.760 0.161 -0.893
C -1.606 0.780 0.337
C 0.824 0.231 0.551
C 0.761 0.432 -0.926
C -0.122 -0.795 1.148
C -1.275 -0.220 1.500
C 1.456 -0.539 -1.902
H 1.247 -0.275 -2.984
H 1.170 1.396 -1.144
H -1.055 0.261 2.477
H 1.270 -1.538 -1.565
H -1.301 1.774 0.557
H 2.640 -0.357 -1.774
H -2.284 -0.783 1.707
H -0.155 -1.719 0.376
H 0.611 1.272 0.997
H -2.575 0.760 -0.012



Entry ii
18
Properties=species:S:1:pos:R:3 method="wB97M-V/def2-TZVPD" total_charge=0 homo_ev=-9.310
O 0.302 -0.751 -1.815
O -1.707 1.153 -0.110
C 1.237 1.093 -0.526
C -1.098 -0.031 -0.075
C 0.181 -0.042 -0.652
C 1.349 -0.323 0.168
C -0.823 -0.585 1.404
C 0.796 -0.516 1.596
H -2.634 1.382 0.092
H 1.313 0.067 2.555
H 1.172 -1.717 1.755
H 0.046 -0.110 -2.517
H -1.632 -0.825 -0.728
H 1.347 2.027 0.101
H -1.526 -0.173 2.215
H 2.151 1.090 -1.317
H -1.087 -1.652 1.537
H 2.241 -0.886 0.215



Ranked by calculated energy, most stable first: entry ii, entry i.



Entry i
18
Properties=species:S:1:pos:R:3 method="wB97M-V/def2-TZVPD" total_charge=0 homo_ev="-7.069 / -7.240"
O 1.427 0.037 -1.695
O -2.321 0.146 0.007
C 0.486 -0.446 0.571
C 0.962 0.941 0.532
C -3.770 0.229 -0.052
C 1.594 -0.084 -0.341
C -1.636 -0.482 -0.746
C 3.000 -0.603 0.113
H -4.001 1.311 -0.153
H 1.402 1.146 1.434
H 0.350 1.814 0.275
H -4.193 -0.248 0.912
H -3.935 -0.306 -0.912
H 2.864 -0.898 1.247
H 0.315 -1.291 1.259
H 0.479 0.082 -1.922
H 3.274 -1.499 -0.508
H 3.702 0.150 -0.020



Entry ii
18
Properties=species:S:1:pos:R:3 method="wB97M-V/def2-TZVPD" total_charge=0 homo_ev=-7.866
O 2.250 0.889 0.374
O 0.127 2.228 -0.681
C -1.341 0.456 1.100
C 0.005 0.910 -0.936
C 1.833 -0.437 0.374
C 2.428 -1.520 0.410
C -0.493 -0.058 -0.055
C -1.092 -1.285 -0.713
H -1.093 -2.099 0.014
H -1.974 1.306 0.832
H -0.735 0.768 1.953
H -2.039 -0.299 1.453
H 2.221 1.331 -0.493
H -0.369 2.457 0.116
H -0.485 -1.606 -1.557
H 2.384 -2.542 0.695
H 0.497 0.626 -1.855
H -2.124 -1.126 -1.029



Entry iii
18
Properties=species:S:1:pos:R:3 method="wB97M-V/def2-TZVPD" total_charge=0 homo_ev=-9.193
O -2.065 -1.085 1.839
O 1.038 -1.082 1.714
C 0.956 1.239 -0.640
C -1.329 -0.388 1.159
C -1.547 0.488 -0.083
C -0.087 0.044 -0.311
C 0.194 -0.027 1.269
C 0.181 -1.160 -1.194
H 0.524 1.816 -1.463
H 0.093 -0.897 -2.254
H -0.524 -1.968 -0.971
H 0.345 0.908 1.819
H 1.943 -0.733 1.690
H -2.267 0.097 -0.804
H -1.721 1.549 0.123
H 1.195 1.975 0.135
H 1.884 0.783 -0.994
H 1.187 -1.560 -1.032



Ranked by calculated energy, most stable first: entry iii, entry ii, entry i.



Entry i
18
Properties=species:S:1:pos:R:3 method="wB97M-V/def2-TZVPD" total_charge=0 homo_ev=-9.556
O 2.836 -2.240 -0.262
O 2.424 0.680 -1.198
C -0.063 -0.086 0.870
C -2.058 -0.586 -0.335
C -0.855 -1.020 0.200
C -1.769 1.532 0.627
C -0.496 1.209 1.081
C -2.611 0.662 -0.047
H 3.689 -2.613 -0.501
H 2.054 1.523 -1.514
H 0.109 2.047 1.403
H -2.549 -1.261 -1.041
H -0.501 -2.029 0.137
H 2.960 -1.287 -0.268
H 1.625 0.278 -0.808
H -3.625 0.917 -0.327
H -2.152 2.533 0.832
H 0.983 -0.259 1.150



Entry ii
18
Properties=species:S:1:pos:R:3 method="wB97M-V/def2-TZVPD" total_charge=0 homo_ev=-9.006
O 1.995 0.598 1.427
O -0.976 -0.975 -1.732
C -0.758 0.895 -0.284
C 0.766 -1.321 0.819
C 0.684 -0.138 1.801
C 0.071 1.114 -1.675
C -0.342 -0.269 0.624
C -1.281 0.352 -1.429
H -1.541 1.349 0.228
H -2.170 0.658 -2.141
H -1.256 -0.719 1.176
H 0.844 0.311 -1.977
H 0.550 -2.540 0.956
H 0.447 -0.088 2.946
H 2.294 1.732 2.092
H -1.101 -1.649 -1.041
H 1.796 -1.481 0.214
H -0.021 2.173 -2.005



Entry iii
18
Properties=species:S:1:pos:R:3 method="wB97M-V/def2-TZVPD" total_charge=0 homo_ev=-9.421
O -2.417 2.310 -0.611
O -1.045 3.479 0.722
C -0.262 1.435 -0.247
C -0.855 0.031 -0.483
C 1.980 -2.493 0.581
C 1.261 -1.234 0.240
C -1.257 2.514 0.036
C -0.037 -1.109 0.057
H 0.245 1.748 -1.156
H 2.644 -2.412 1.447
H 2.592 -2.864 -0.235
H 1.298 -3.319 0.839
H 1.919 -0.388 0.075
H -1.034 -0.126 -1.540
H -3.039 3.041 -0.474
H -0.669 -1.986 0.234
H 0.510 1.434 0.522
H -1.834 -0.061 -0.005



Ranked by calculated energy, most stable first: entry iii, entry i, entry ii.



Entry i
21
Properties=species:S:1:pos:R:3 method="wB97M-V/def2-TZVPD" total_charge=0 homo_ev=-8.796
S 3.411 -0.367 -0.264
N -0.434 -0.269 1.045
C 0.558 0.007 0.016
C 0.594 1.431 -0.291
C -2.601 0.030 -0.233
C -1.337 -0.841 0.068
C 1.864 -0.490 0.585
C -0.199 -0.893 -0.925
H -0.871 0.467 1.519
H 1.292 1.668 -1.034
H -3.416 0.318 0.570
H -0.108 -0.665 -2.072
H 3.660 0.986 0.334
H -2.356 1.015 -0.938
H -3.075 -0.735 -0.909
H 1.751 -1.491 1.186
H 0.319 -1.941 -0.891
H 1.162 1.790 0.712
H -1.961 -1.788 0.466
H 2.208 -0.006 1.433
H -0.464 1.773 -0.379



Entry ii
21
Properties=species:S:1:pos:R:3 method="wB97M-V/def2-TZVPD" total_charge=0 homo_ev=-8.495
S -0.242 2.605 -0.163
N 0.126 -0.362 0.837
C 0.435 -1.447 -1.550
C -0.184 1.151 -1.373
C 1.494 -0.155 0.378
C 0.407 -0.100 -0.736
C -0.096 -1.701 1.248
C -1.492 -2.099 1.488
H 0.359 -1.137 -2.723
H -2.191 -1.816 0.537
H 2.125 -1.106 0.368
H -0.235 1.405 0.793
H 0.568 -2.093 2.219
H -1.269 1.108 -1.815
H -2.042 -1.835 2.651
H -1.667 -3.177 1.652
H 0.158 -2.343 0.242
H 2.046 0.927 0.424
H 1.830 -1.948 -1.082
H 0.613 1.550 -2.118
H -0.683 -2.580 -1.129



Ranked by calculated energy, most stable first: entry i, entry ii.



Entry i
11
Properties=species:S:1:pos:R:3 method="wB97M-V/def2-TZVPD" total_charge=+1 homo_ev=-15.295
O 1.001 1.347 2.039
N -0.297 -0.555 -0.478
C -0.824 -0.965 -1.864
H -0.357 -1.817 -2.029
H -0.956 0.115 -0.044
H -0.653 -0.168 -2.600
H -1.899 -1.278 -1.735
H -0.300 -1.420 0.226
H 0.917 1.343 3.021
H 0.577 -0.051 -0.525
H 1.686 2.171 1.906



Entry ii
11
Properties=species:S:1:pos:R:3 method="wB97M-V/def2-TZVPD" total_charge=+1 homo_ev=-15.513
O -0.045 0.859 -0.380
N 1.226 -1.126 0.940
C -1.355 0.432 -0.739
H 1.085 -0.962 1.925
H -1.303 -0.033 -1.729
H -0.019 1.811 -0.218
H -2.076 1.218 -0.979
H 0.660 -1.932 0.697
H 0.899 -0.278 0.395
H 2.182 -1.417 0.760
H -1.792 -0.248 -0.011



Entry iii
11
Properties=species:S:1:pos:R:3 method="wB97M-V/def2-TZVPD" total_charge=+1 homo_ev=-15.575
O 0.494 -0.344 0.630
N -1.346 1.405 -0.077
C 1.274 -1.292 -0.272
H -1.929 1.621 0.765
H 0.949 -0.595 1.451
H 2.093 -0.677 -0.810
H -0.597 0.766 0.188
H 0.635 -1.736 -1.006
H -1.247 2.402 -0.531
H 1.677 -2.211 0.139
H -2.002 0.662 -0.477



Ranked by calculated energy, most stable first: entry ii, entry i, entry iii.